(1)
{
  "formula": "C48H48IN5O5Sb2V",
  "method": "ωB97M-V/def2-TZVPD",
  "elements": ["V", "O", "C", "N", "C", "C", "C", "C", "C", "C", "N", "C", "C", "C", "C", "C", "N", "H", "H", "H", "H", "H", "H", "H", "H", "H", "H", "C", "C", "C", "Sb", "C", "C", "C", "C", "C", "C", "C", "C", "C", "C", "C", "C", "Sb", "C", "C", "C", "C", "C", "C", "C", "C", "C", "C", "C", "C", "H", "H", "H", "H", "H", "H", "H", "H", "H", "H", "H", "H", "H", "H", "H", "H", "H", "H", "H", "H", "H", "H", "H", "H", "H", "H", "N", "C", "O", "C", "I", "H", "H", "H", "H", "O", "N", "C", "C", "C", "C", "C", "H", "H", "H", "H", "H", "C", "C", "O", "O", "H", "H", "H"],
  "coordinates": [[0.02513, -0.21617, 1.31190], [-0.02333, -1.68302, 5.03273], [0.13041, -1.02058, 4.02470], [-0.49271, -1.24051, 2.82548], [-1.42958, -2.33197, 2.69303], [-2.18398, -2.13217, 1.40785], [-3.21668, -2.95056, 0.98760], [-3.89997, -2.62760, -0.17164], [-3.55547, -1.48049, -0.87035], [-2.49518, -0.72920, -0.41344], [-1.81344, -1.05823, 0.69321], [0.98619, 0.19946, 3.90716], [1.66545, 0.74786, 4.92364], [2.44944, 1.93930, 4.65209], [2.31934, 2.58136, 3.48680], [1.33844, 2.11643, 2.45197], [0.99165, 0.72098, 2.62384], [-0.91749, -3.30079, 2.68872], [-2.11947, -2.34982, 3.54050], [-3.47973, -3.82315, 1.57117], [-4.68928, -3.26152, -0.55348], [-4.07352, -1.21781, -1.78176], [-2.17198, 0.16922, -0.92104], [1.63317, 0.28179, 5.89795], [3.14890, 2.29851, 5.39825], [2.90513, 3.46773, 3.26727], [1.78239, 2.23151, 1.46456], [0.26349, 0.63763, -2.63985], [1.57889, 0.19656, -3.30167], [2.54276, -0.49036, -2.33729], [3.14468, 0.75062, -0.68769], [4.58453, -0.61751, 0.12008], [5.01107, -1.77349, -0.52672], [5.87473, -2.66027, 0.10474], [6.32137, -2.40128, 1.39219], [5.89996, -1.25303, 2.04874], [5.03254, -0.37396, 1.41765], [4.49326, 1.97323, -1.84536], [5.36331, 1.46227, -2.80747], [6.19040, 2.30254, -3.53903], [6.15858, 3.67416, -3.31992], [5.29912, 4.19903, -2.36712], [4.47334, 3.35133, -1.63730], [0.07456, 2.73312, -2.16373], [0.09947, 3.34622, -4.23912], [-0.08929, 2.48424, -5.31883], [-0.09245, 2.95977, -6.62384], [0.09614, 4.31219, -6.87327], [0.29421, 5.18331, -5.81191], [0.30067, 4.69916, -4.51020], [-2.07729, 2.60043, -2.03660], [-2.74277, 3.01868, -0.88766], [-4.09943, 2.76590, -0.71864], [-4.80938, 2.08881, -1.69970], [-4.16685, 1.69278, -2.86561], [-2.81308, 1.95638, -3.03169], [0.07284, 0.03765, -1.74500], [-0.57685, 0.42399, -3.29841], [2.07310, 1.04477, -3.78767], [1.34534, -0.51273, -4.10231], [3.43531, -0.82601, -2.86890], [2.06008, -1.35963, -1.88568], [4.66870, -2.00490, -1.53013], [6.19093, -3.56061, -0.40899], [6.98519, -3.09878, 1.88805], [6.22729, -1.05391, 3.06179], [4.67426, 0.49736, 1.95707], [5.40840, 0.39280, -2.98586], [6.86105, 1.88823, -4.28267], [6.80142, 4.33073, -3.89335], [5.26711, 5.26819, -2.19433], [3.79493, 3.77301, -0.90164], [-0.22970, 1.42117, -5.15413], [-0.24168, 2.27074, -7.44665], [0.09393, 4.68344, -7.89081], [0.44785, 6.23976, -5.99745], [0.46775, 5.39224, -3.69070], [-2.19605, 3.51566, -0.09408], [-4.59589, 3.08633, 0.18966], [-5.85975, 1.86596, -1.55707], [-4.71324, 1.16446, -3.63849], [-2.33221, 1.64880, -3.95259], [-0.69880, -4.17780, -3.39694], [-1.01924, -2.91780, -2.91107], [-0.79783, -2.61485, -1.73612], [-1.58634, -2.00351, -3.86634], [-4.35837, -3.35288, -4.00053], [-0.54885, -4.84320, -2.65417], [-1.35788, -4.50898, -4.09078], [-1.60010, -2.21777, -4.92255], [-1.94095, -1.04848, -3.51245], [-0.66718, 1.41992, 0.70044], [-1.04698, 2.20553, 1.78174], [0.01014, 2.99143, 2.39892], [-0.45252, 3.48740, 3.74110], [-1.64049, 3.19047, 4.27418], [-2.59449, 2.35253, 3.57545], [-2.22844, 1.86918, 2.37638], [0.25357, 3.83421, 1.73646], [0.26278, 4.08277, 4.29334], [-1.88933, 3.56877, 5.25875], [-3.55626, 2.10472, 3.99655], [-2.83892, 1.20811, 1.77671], [1.83704, -3.58976, 0.15315], [1.86758, -2.37967, 1.04241], [2.40056, -2.32368, 2.11581], [1.21129, -1.33033, 0.48291], [2.20958, -4.45732, 0.69013], [2.47331, -3.39807, -0.71401], [0.82555, -3.73690, -0.22951]],
  "forces_ev_per_a": [[0.44, -0.34, 0.64], [-0.01, -0.06, 0.06], [0.00, 0.08, -0.09], [-0.10, -0.02, -0.18], [0.07, 0.03, 0.02], [0.03, 0.14, -0.04], [-0.03, -0.02, 0.05], [0.01, 0.01, -0.07], [0.00, 0.03, 0.03], [-0.09, -0.05, 0.08], [-0.21, -0.15, -0.06], [0.00, -0.01, -0.10], [0.02, 0.05, 0.06], [0.01, -0.01, 0.03], [0.01, 0.01, -0.02], [-0.09, 0.05, 0.05], [-0.06, -0.01, -0.01], [0.03, -0.02, 0.00], [-0.04, -0.02, 0.03], [0.01, 0.00, 0.01], [-0.01, -0.01, 0.01], [0.04, 0.02, 0.00], [0.03, 0.03, -0.03], [0.00, 0.01, -0.01], [-0.01, -0.01, -0.01], [-0.01, -0.02, 0.01], [0.03, -0.01, -0.06], [0.06, -0.10, 0.00], [-0.02, 0.06, 0.08], [-0.04, 0.03, -0.01], [0.09, 0.02, -0.13], [-0.10, 0.04, 0.05], [0.03, 0.00, -0.05], [0.02, -0.02, 0.00], [-0.01, 0.03, 0.00], [0.01, -0.02, -0.01], [-0.02, -0.01, -0.01], [-0.01, 0.01, 0.00], [0.01, -0.01, 0.05], [0.00, 0.00, -0.01], [0.00, 0.00, 0.00], [0.00, 0.00, 0.00], [-0.03, -0.03, -0.03], [-0.16, -0.01, -0.09], [0.03, 0.01, 0.04], [0.01, -0.04, 0.03], [0.01, 0.02, 0.00], [-0.01, -0.02, 0.01], [0.01, 0.00, -0.01], [0.00, 0.01, 0.03], [0.02, -0.05, -0.03], [0.04, 0.02, 0.02], [0.01, 0.03, -0.01], [0.00, 0.00, -0.01], [0.00, 0.00, -0.01], [-0.01, 0.02, 0.05], [0.01, 0.03, 0.01], [0.04, 0.09, 0.03], [0.05, 0.00, -0.03], [-0.04, 0.01, -0.02], [0.01, 0.02, 0.00], [-0.01, 0.00, -0.06], [0.00, 0.03, 0.04], [0.00, 0.01, 0.01], [-0.01, 0.00, -0.01], [-0.01, 0.00, -0.01], [0.01, -0.01, 0.01], [-0.01, 0.01, 0.00], [-0.01, 0.00, 0.01], [0.00, -0.01, 0.00], [0.00, -0.01, 0.00], [0.01, 0.00, -0.01], [0.00, 0.03, -0.01], [0.00, 0.01, 0.01], [0.00, 0.00, 0.01], [0.00, -0.01, 0.01], [-0.01, -0.01, -0.02], [-0.02, -0.02, -0.02], [0.01, -0.01, 0.01], [0.01, 0.01, -0.01], [0.02, 0.00, 0.02], [0.01, -0.04, -0.02], [-0.08, -0.01, -0.05], [-0.09, 0.10, -0.12], [0.24, -0.05, 0.07], [-0.07, -0.03, 0.04], [-0.01, -0.03, -0.03], [0.00, -0.02, 0.03], [0.03, -0.01, 0.01], [0.02, -0.02, 0.01], [-0.05, -0.09, -0.02], [0.06, 0.21, -0.08], [0.02, -0.03, -0.01], [0.04, -0.09, 0.00], [-0.01, 0.00, -0.01], [-0.02, -0.02, -0.03], [0.01, 0.05, 0.10], [0.05, 0.00, -0.09], [0.01, 0.04, -0.01], [0.00, 0.00, -0.01], [0.00, -0.01, -0.01], [0.01, 0.00, -0.02], [-0.02, 0.00, 0.00], [0.00, 0.05, -0.12], [-0.04, -0.04, -0.13], [-0.05, 0.04, 0.07], [-0.15, 0.11, 0.11], [0.01, 0.00, 0.03], [0.00, -0.01, 0.01], [0.02, 0.00, 0.01]],
  "mulliken_spin": [1.14, 0.00, -0.02, -0.04, 0.00, 0.00, 0.00, 0.00, 0.02, -0.01, -0.04, 0.07, -0.05, 0.02, -0.03, 0.05, -0.13, 0.00, 0.00, 0.00, 0.00, -0.01, 0.03, 0.00, 0.00, 0.00, -0.03, -0.11, 0.06, -0.03, -0.01, 0.00, 0.00, 0.00, 0.00, 0.00, 0.00, 0.00, 0.00, 0.00, 0.00, 0.00, 0.00, 0.00, 0.00, 0.00, 0.00, 0.00, 0.00, 0.00, 0.00, 0.00, 0.00, 0.00, 0.00, 0.00, 0.02, 0.05, 0.00, -0.01, 0.00, 0.03, 0.00, 0.00, 0.00, 0.00, 0.00, 0.00, 0.00, 0.00, 0.00, 0.00, 0.02, 0.00, 0.00, 0.00, 0.00, 0.00, 0.00, 0.00, 0.00, 0.01, 0.02, 0.08, 0.16, 0.51, 0.19, 0.00, 0.00, -0.04, 0.08, 0.03, 0.00, -0.02, -0.01, 0.00, -0.01, 0.02, 0.00, 0.00, 0.00, 0.00, 0.00, 0.00, 0.00, 0.00, 0.01, 0.00, 0.00, 0.00],
  "gap_ev": [6.15, 6.96],
  "total_charge": -1,
  "de_lowest_kj_mol": 0.0,
  "multiplicity": 3
}


(2)
{
  "formula": "C4H10NO2",
  "method": "ωB97M-V/def2-TZVPD",
  "elements": ["C", "O", "C", "C", "C", "O", "N", "H", "H", "H", "H", "H", "H", "H", "H", "H", "H"],
  "coordinates": [[-1.15849, -0.68635, 1.27186], [2.28726, -0.18448, -1.73407], [-1.59702, -0.23462, -0.06125], [-0.18238, 0.23095, -0.12040], [0.87981, 1.08163, 0.79819], [1.88233, 1.61715, -0.04072], [-1.94563, -1.04180, -1.18438], [-0.57279, -1.62312, 1.34381], [-1.74336, -0.45431, 2.19519], [-2.26845, 0.53901, -0.14267], [-0.10179, 0.74635, -1.07350], [0.52064, -0.54740, -0.16981], [1.42386, 0.44181, 1.53773], [0.20250, 1.94300, 1.31906], [1.50510, -0.75257, -1.49185], [-1.21477, -1.70587, -1.37266], [2.08316, 0.63065, -1.07454]],
  "forces_ev_per_a": [[-1.67, -1.03, -1.38], [-1.56, -0.70, 0.59], [-3.26, -5.29, -0.15], [6.05, 2.21, 2.14], [-0.18, 3.10, -0.78], [-2.08, -0.60, 1.15], [0.36, 1.20, 0.85], [-0.23, 0.90, -0.34], [1.36, 1.21, -0.67], [-1.41, 2.19, 0.89], [-0.48, 0.55, -0.04], [0.00, -1.85, -0.76], [-1.10, 0.07, 0.12], [1.52, -1.59, -0.53], [1.53, 0.64, -0.95], [0.35, -0.76, 0.08], [0.78, -0.22, -0.22]],
  "lowdin_charge": [0.12, -0.21, -0.55, -0.22, -0.38, -0.34, -0.04, 0.11, 0.11, 0.10, 0.15, 0.06, 0.09, 0.11, -0.01, -0.04, -0.04],
  "gap_ev": 5.52,
  "total_charge": -1,
  "de_lowest_kj_mol": 844.9
}


(3)
{
  "formula": "C3H7BO2",
  "method": "ωB97M-V/def2-TZVPD",
  "elements": ["B", "C", "C", "C", "O", "O", "H", "H", "H", "H", "H", "H", "H"],
  "coordinates": [[0.69799, 0.04641, -1.87356], [1.64767, -0.32961, -0.76346], [-0.71656, 0.30773, 1.64845], [-0.95028, -0.10450, 0.16463], [2.10708, -0.48526, 0.26150], [-0.02533, 0.51145, -0.61578], [0.42675, -0.97927, -2.37100], [1.15904, 0.99122, -2.46877], [-1.41457, 0.86348, 2.27360], [-0.47097, -0.56758, 2.22039], [0.28288, 0.82240, 1.56894], [-1.96568, 0.11615, -0.17749], [-0.77802, -1.19264, 0.13256]],
  "forces_ev_per_a": [[-0.40, 0.70, 0.09], [1.65, -0.17, 1.97], [1.96, 0.21, -0.49], [-1.23, -1.33, 1.65], [0.78, -0.57, -0.18], [0.20, 2.24, -2.01], [-0.74, -0.32, -0.70], [-0.35, -0.36, -0.20], [-0.26, 0.28, -0.76], [-0.06, -0.62, 0.33], [-1.17, 0.02, 0.54], [0.02, -0.10, -0.08], [-0.41, 0.01, -0.15]],
  "lowdin_charge": [-0.36, -0.03, -0.05, -0.28, 0.25, -0.16, 0.08, 0.09, 0.07, 0.05, 0.09, 0.12, 0.12],
  "gap_ev": 10.68,
  "de_lowest_kj_mol": 319.9
}


(4)
{
  "formula": "C11H39BN9O11",
  "method": "ωB97M-V/def2-TZVPD",
  "elements": ["N", "H", "H", "H", "H", "N", "H", "H", "H", "H", "B", "H", "H", "H", "H", "C", "O", "O", "O", "C", "O", "O", "O", "C", "O", "C", "C", "N", "C", "C", "O", "C", "H", "H", "H", "H", "H", "H", "H", "H", "H", "H", "H", "H", "H", "H", "H", "C", "O", "N", "N", "H", "H", "H", "H", "C", "O", "N", "N", "H", "H", "H", "H", "C", "O", "N", "N", "H", "H", "H", "H"],
  "coordinates": [[0.82421, -0.88490, 0.30530], [1.65264, -1.44856, 0.43212], [0.08304, -1.56331, 0.20264], [0.79171, -0.37458, -0.56567], [0.69897, -0.11234, 0.94372], [6.54286, 0.12525, -3.08721], [7.02041, 0.05575, -3.97447], [5.63971, 0.56356, -3.19813], [7.06039, 0.63614, -2.38631], [6.46975, -0.81055, -2.71431], [2.76352, -1.23186, 6.62458], [2.38494, -2.22152, 6.42090], [2.94113, -0.72919, 5.68648], [2.06118, -0.70661, 7.25313], [3.70579, -1.14704, 7.14341], [6.73416, -4.29078, 0.37092], [7.35242, -4.76881, 1.28889], [5.89176, -3.50866, 0.74107], [6.96703, -4.44121, -0.85326], [1.02846, 4.11777, -2.43865], [0.78473, 4.11854, -1.24955], [1.77534, 3.33214, -2.93709], [0.63910, 4.93871, -3.30520], [-0.98548, -6.01875, -5.50214], [-1.73273, -5.21726, -4.51658], [-1.72467, -3.83811, -4.92805], [-2.77003, -3.08550, -4.10058], [-2.66370, -3.50441, -2.65631], [-3.98043, -3.62091, -2.02379], [-3.73911, -4.02226, -0.45039], [-2.97772, -3.03157, 0.18228], [-2.82501, -3.22537, 1.66009], [-1.70736, -6.34576, -6.25051], [-0.69416, -6.93937, -4.99649], [-0.14397, -5.40451, -5.82258], [-1.99568, -3.71346, -5.97643], [-0.68661, -3.51854, -4.83635], [-3.78464, -3.31795, -4.42403], [-2.75817, -2.00559, -4.24808], [-2.53126, -4.48247, -2.87072], [-4.54787, -4.45257, -2.44147], [-4.52200, -2.67642, -2.07629], [-3.35491, -5.03378, -0.31891], [-4.65711, -4.03427, 0.13719], [-2.59956, -4.25386, 1.94203], [-3.58085, -2.74502, 2.28142], [-1.97556, -2.59197, 1.91565], [-1.56410, 3.64087, 6.17181], [-2.33014, 4.55947, 5.94235], [-1.44147, 3.08368, 7.31884], [-0.69287, 3.12764, 5.40082], [-0.71192, 2.39006, 7.40102], [-2.18804, 3.44130, 7.89747], [0.00934, 2.54255, 5.83052], [-0.59088, 3.44355, 4.44694], [-5.47286, 3.34147, -3.60933], [-6.58000, 2.83987, -3.71792], [-4.90917, 3.16804, -2.43271], [-4.64154, 3.96269, -4.42002], [-5.45824, 2.73239, -1.70551], [-3.92560, 3.39609, -2.40648], [-3.70136, 4.11973, -4.08612], [-4.85211, 4.22144, -5.37333], [4.12598, 6.93813, 3.80118], [4.77836, 7.50961, 4.60061], [2.98734, 7.36165, 3.33750], [4.42887, 5.89992, 3.09660], [2.32409, 7.92425, 3.85100], [2.55967, 6.92288, 2.53458], [3.70943, 5.51686, 2.50014], [5.26259, 5.34759, 3.23779]],
  "forces_ev_per_a": [[-0.35, -0.03, -0.93], [1.06, 0.31, 0.13], [-1.02, -0.05, 0.62], [0.76, 0.18, -1.24], [-0.18, -0.16, 1.24], [-0.03, -0.21, 0.34], [0.54, 0.22, -0.67], [-0.88, 0.16, -0.06], [0.65, 0.62, 0.34], [-0.50, -1.04, 0.41], [-0.04, -0.03, -0.06], [-1.25, -4.15, -0.61], [0.37, 2.22, -3.91], [-3.26, 2.39, 2.48], [3.91, -0.26, 2.22], [1.22, 0.08, -2.66], [3.89, -3.69, 3.62], [-5.61, 4.66, 0.85], [0.51, -0.83, -2.28], [-1.25, 2.75, -0.85], [-1.79, 0.40, 4.99], [5.63, -7.03, -2.56], [-2.75, 3.53, -1.45], [-1.39, 0.46, 1.78], [0.41, -0.35, -1.45], [-0.35, -0.23, 0.38], [-0.25, 0.07, 1.06], [-0.51, -0.34, -1.47], [0.91, -0.11, 2.85], [-1.16, 1.07, -0.94], [0.89, -0.09, 2.01], [0.73, 1.12, -1.73], [0.32, 0.43, -0.61], [0.41, 0.24, 0.13], [0.04, -0.47, -0.43], [-0.09, -0.25, -0.27], [-0.06, 0.61, 0.33], [-0.13, -0.58, -0.53], [0.69, 0.11, 0.22], [1.11, -0.44, 0.68], [-0.43, 0.09, -0.24], [-0.11, -0.09, 0.10], [0.66, -0.13, -0.40], [-0.88, -0.20, -0.57], [-0.23, -0.02, -0.16], [-0.86, -0.50, -0.45], [0.38, -0.32, -0.16], [-1.44, 2.76, -0.63], [-1.17, 0.69, -0.59], [-1.12, -0.95, 4.60], [3.71, -1.56, -5.13], [-0.89, -0.06, 1.35], [0.69, -0.90, 1.12], [0.12, 0.03, -1.01], [0.20, -0.11, 0.28], [-1.39, -1.90, 1.54], [-1.55, 0.61, -2.17], [1.95, 0.19, 2.38], [0.93, 1.43, -2.76], [0.63, 0.06, -0.21], [-0.18, -0.32, 1.32], [-0.14, 0.25, -0.44], [-0.05, -0.30, 0.38], [-0.18, 0.48, -0.57], [2.38, 1.46, 3.32], [-5.73, 2.65, -1.31], [2.34, -4.78, -2.16], [0.68, 0.09, 0.15], [0.04, 0.12, 0.27], [0.63, -0.37, 0.17], [-0.19, 0.31, 0.04]],
  "lowdin_charge": [0.28, 0.14, 0.12, 0.11, 0.13, 0.12, 0.06, 0.10, 0.08, 0.11, -0.48, -0.12, -0.13, -0.14, -0.12, -1.22, -0.04, -0.06, -0.15, -1.27, -0.15, -0.12, -0.17, -0.06, -0.24, -0.22, -0.19, -0.06, -0.18, -0.23, -0.23, -0.06, 0.08, 0.08, 0.09, 0.11, 0.12, 0.10, 0.11, 0.07, 0.10, 0.11, 0.11, 0.10, 0.08, 0.08, 0.06, -0.85, 0.01, 0.15, 0.17, 0.12, 0.12, 0.12, 0.13, -0.77, -0.01, 0.14, 0.17, 0.12, 0.11, 0.12, 0.11, -0.84, 0.06, 0.14, 0.17, 0.11, 0.11, 0.12, 0.12],
  "gap_ev": 2.18,
  "total_charge": -3
}